{
  "formula": "O5S",
  "method": "wB97M-V/def2-TZVPD",
  "species": ["S", "O", "O", "O", "O", "O"],
  "xyz": [[-1.20302, 0.00597, -0.48315], [1.24306, -0.63616, 0.33032], [0.03545, 1.21892, -0.10477], [0.15975, -1.16446, -0.41069], [1.37954, 0.65787, -0.18369], [-2.14330, -0.05234, 0.57459]],
  "de_lowest_kj_mol": 276.9,
  "energy_ev": -21059.99522,
  "lumo_energy_ha": [-0.010, -0.125],
  "largest_force_ha_per_bohr": 0.179,
  "s2": 2.02,
  "multiplicity": 3,
  "e_homo_ev": [-7.4, -11.6]
}